Entry 1:
Molecular formula: C44H39BrCoN5P2S
Method: DFT, ωB97M-V/def2-TZVPD

Cartesian coordinates (Å):
Co -0.11291 0.74528 -0.42582
C 0.71045 2.50776 1.93491
P -0.83950 2.36631 0.96550
C -2.17853 2.06582 2.14146
C -3.03841 0.99135 1.94018
C -4.10501 0.77551 2.80255
C -4.31084 1.63191 3.87214
C -3.45078 2.70316 4.08577
C -2.39112 2.92310 3.22256
C -1.17933 3.97506 0.20515
C -0.13918 4.67414 -0.40971
C -0.38959 5.86422 -1.07458
C -1.68486 6.36202 -1.14573
C -2.72572 5.66534 -0.54945
C -2.47638 4.47698 0.12439
C 1.23059 1.10379 2.05327
C 2.05173 0.52705 2.99855
C 2.13707 -0.84138 2.66197
C 1.34950 -1.02993 1.53837
C 1.08246 -2.39258 0.94378
P -0.55314 -2.58240 0.15174
C -1.61894 -2.73386 1.66705
C -2.71387 -3.60174 1.69500
C -3.52166 -3.70997 2.81994
C -3.24826 -2.95086 3.94675
C -2.16991 -2.07818 3.93595
C -1.36850 -1.96427 2.81037
C -1.17163 -4.09108 -0.81554
C -1.09774 -5.51045 -0.37003
C -1.31949 -6.51953 -1.22316
C -1.65289 -6.44593 -2.65218
C -1.80523 -5.35638 -3.41676
C -1.69757 -3.93916 -2.93254
N 0.79818 0.15771 1.15676
H 0.52638 2.95865 2.90887
H 1.39718 3.16538 1.39509
H -2.85242 0.30218 1.12795
H -4.76337 -0.07031 2.64535
H -5.14086 1.46496 4.54831
H -3.60963 3.36764 4.92590
H -1.73455 3.77058 3.38505
H 0.87632 4.29378 -0.37432
H 0.42842 6.40868 -1.53083
H -1.88049 7.29611 -1.65784
H -3.73672 6.05017 -0.60067
H -3.29570 3.94388 0.59220
H 2.52465 1.02822 3.83021
H 2.67048 -1.61454 3.19559
H 1.07215 -3.10537 1.77272
H 1.86684 -2.71291 0.25521
H -2.95475 -4.22276 0.84094
H -4.35976 -4.39647 2.81333
H -3.87041 -3.03986 4.82954
H -1.94779 -1.47366 4.80755
H -0.54805 -1.26082 2.83639
H -0.85602 -5.73424 0.66425
H -1.24128 -7.52482 -0.82406
H -1.76563 -7.40824 -3.13718
H -2.00838 -5.48966 -4.47401
H -1.83468 -3.17831 -3.68929
C 4.38667 1.39354 -2.77079
N 3.11513 2.06163 -2.98832
C 2.92838 3.27632 -3.63018
C 1.61508 3.54196 -3.61585
N 0.98255 2.48106 -2.95463
C 1.92924 1.57815 -2.56323
S 1.75357 0.15966 -1.69322
C -0.41558 2.27497 -2.97634
C -1.13869 2.88372 -3.99203
C -2.50090 2.67795 -4.05931
C -3.09263 1.84326 -3.12812
C -2.30074 1.29655 -2.14303
N -0.97959 1.50756 -2.03938
H 5.16884 2.00185 -3.21488
H 4.37467 0.41245 -3.24078
H 4.56289 1.27698 -1.70208
H 3.75342 3.84688 -4.02007
H 1.07777 4.40374 -3.96786
H -0.63566 3.45430 -4.75754
H -3.07872 3.12689 -4.85667
H -4.14482 1.59638 -3.16602
H -2.73913 0.63776 -1.41023
Br -0.55256 -1.01182 -3.87687
C -2.38117 -1.52025 -0.86653
C -3.19830 -2.48954 -1.21122
C -2.49420 -3.77000 -1.62785
C -0.33641 -3.81870 -2.15446
C 0.27992 -2.57337 -1.74536
N -1.29007 -1.08614 -0.48765
H -4.25313 -2.48823 -0.97733
H -3.21970 -4.57425 -1.50787
H 0.39448 -4.53979 -2.52168
H 1.20258 -2.22241 -2.19576

Properties
energy relative to the best compared isomer or geometry (same formula, charge and spin) = 695.9 kJ/mol
charge = +1
2S+1 = 2
HOMO energy (spin up / spin down) = -9.63 / -9.63 eV
HOMO-LUMO gap (spin up / spin down) = 6.43 / 6.43 eV
⟨S²⟩ = 0.76

---

Entry 2:
Molecular formula: C31H40BiBrN4O5S4
Method: DFT, ωB97M-V/def2-TZVPD

Cartesian coordinates (Å):
Bi 0.24300 1.50005 0.24696
C -3.21628 1.10725 -1.19398
C -2.66924 1.48482 -2.56531
S -0.86004 1.37011 -2.69487
C -0.43003 2.94455 -3.47219
C -0.77473 4.21420 -2.70914
S -0.20025 4.26807 -0.98100
C -1.73049 4.73688 -0.12713
C -2.90579 3.77701 -0.25662
S -2.58778 2.04747 0.23045
H -2.97023 0.07333 -0.94308
H -4.30345 1.19408 -1.19386
H -2.97462 2.48837 -2.85497
H -3.10570 0.80229 -3.29608
H -0.89688 2.98549 -4.45753
H 0.64601 2.86856 -3.63450
H -1.84930 4.38605 -2.69515
H -0.32433 5.06633 -3.21877
H -2.03627 5.71579 -0.49938
H -1.44158 4.86187 0.91478
H -3.29237 3.75500 -1.27245
H -3.71374 4.13759 0.38076
O 4.85841 2.34369 1.04821
C 3.57075 2.04074 1.05944
O 2.68980 2.75894 0.64452
C 3.28052 0.70481 1.66853
C 4.22701 -0.14288 2.20898
C 3.78076 -1.31191 2.82424
C 2.42158 -1.56123 2.90996
C 1.54461 -0.65283 2.32726
N 1.97794 0.43152 1.70438
C 0.03295 -0.79454 2.43348
O -0.41073 -1.58766 3.23957
O -0.66075 -0.01500 1.67439
H 4.97698 3.23036 0.66386
H 5.27573 0.10964 2.16263
H 4.49325 -2.00387 3.25200
H 2.01880 -2.42434 3.42084
C -2.52971 -6.93573 -2.33824
C -1.88325 -5.67061 -1.86173
C -1.93301 -4.50831 -2.62599
C -1.36419 -3.32453 -2.19331
C -1.45484 -2.11413 -3.07764
C -0.70609 -3.30648 -0.94448
C -0.08143 -2.11694 -0.41792
O -0.10609 -0.98203 -0.89660
C -0.63627 -4.48322 -0.15572
C 0.05374 -4.53743 1.18750
C -1.22998 -5.63639 -0.63186
H -2.80441 -6.87547 -3.38893
H -3.43559 -7.13220 -1.76196
H -1.86690 -7.78878 -2.19778
H -2.42855 -4.53197 -3.58849
H -1.94141 -2.37220 -4.01589
H -0.47233 -1.69475 -3.29350
H -2.02719 -1.32075 -2.59401
H 0.47934 -2.27348 0.51403
H -0.37807 -3.83730 1.90477
H 1.12114 -4.32396 1.09949
H -0.04143 -5.53638 1.60679
H -1.18361 -6.53943 -0.03551
C 0.13683 0.64098 5.68593
N 0.28610 1.50506 4.51179
C -0.63102 2.01368 3.69836
S -0.04569 3.09814 2.45030
N -1.92762 1.78790 3.77009
C -2.69794 0.88208 4.62848
H 1.12576 0.52656 6.12110
H -0.23694 -0.33985 5.40285
H -0.50742 1.09346 6.43404
H 1.21502 1.84409 4.31355
H -2.44307 2.21935 3.01846
H -2.37492 -0.14679 4.49451
H -3.73340 0.95777 4.30901
H -2.64442 1.18370 5.66996
Br 5.04880 3.82090 -3.56973
C 4.06186 2.28983 -3.10904
C 4.38694 1.04350 -3.62143
C 3.61607 -0.03922 -3.23407
C 2.56400 0.16319 -2.35510
N 2.25992 1.36278 -1.85425
C 2.99689 2.40877 -2.23287
H 5.21639 0.92800 -4.30496
H 3.82559 -1.02947 -3.61246
H 1.92896 -0.65651 -2.04354
H 2.73992 3.37398 -1.81321

Properties
energy relative to the best compared isomer or geometry (same formula, charge and spin) = 0.0 kJ/mol
charge = +2
HOMO energy = -13.39 eV
HOMO-LUMO gap = 7.86 eV

---

Entry 3:
Molecular formula: C15H29N3O5ReS
Method: DFT, ωB97M-V/def2-TZVPD

Cartesian coordinates (Å):
Re -0.30484 -0.02197 -0.15850
O -0.44996 1.10484 1.69509
C 0.42071 2.30292 1.54402
C 1.78441 1.78825 1.17521
N 1.77259 1.01203 -0.10799
C 2.71988 -0.13843 -0.09426
C 2.15856 -1.30966 0.70038
O 2.84710 -2.09516 1.25349
O 0.79054 -1.39523 0.68267
C 1.73316 1.79163 -1.40715
C 0.40662 1.20319 -1.81622
O -0.65456 1.70106 -1.27070
O 0.36923 -0.05456 -2.12665
H -1.32233 1.38435 2.01704
H 0.46131 2.83349 2.49029
H -0.00618 2.94737 0.78246
H 2.12009 1.09832 1.94869
H 2.48955 2.61862 1.12979
H 3.68393 0.13482 0.32811
H 2.87365 -0.49123 -1.11239
H 2.55358 1.53926 -2.07005
H 1.67909 2.86247 -1.24357
C -4.77921 -4.75548 -0.33285
C -4.66198 -4.65589 -1.85814
C -3.24395 -4.77289 -2.42016
C -2.29243 -3.64826 -2.02356
N -1.81092 -3.82881 -0.63138
C -1.68577 -2.95242 0.34309
S -2.27369 -1.29344 0.07340
N -1.23579 -3.31839 1.52328
C -0.99323 -2.50514 2.73086
C -1.74644 -3.07940 3.92227
C -3.26648 -2.94693 3.81430
C -3.75023 -1.49426 3.80390
H -5.82298 -4.85656 -0.03808
H -4.39676 -3.86314 0.17448
H -4.24501 -5.63079 0.05229
H -5.10941 -3.71970 -2.20441
H -5.25223 -5.45558 -2.30459
H -3.29189 -4.77589 -3.50964
H -2.80455 -5.73420 -2.12559
H -2.78914 -2.68673 -2.10434
H -1.42077 -3.64106 -2.67783
H -1.53141 -4.77894 -0.42066
H -0.95689 -4.28683 1.61986
H -1.30913 -1.48722 2.52628
H 0.08120 -2.50205 2.91530
H -1.39218 -2.56090 4.81608
H -1.46843 -4.13225 4.04028
H -3.70909 -3.46413 4.66482
H -3.62635 -3.46791 2.91940
H -3.31642 -0.93234 4.63602
H -4.83427 -1.44488 3.90190
H -3.49388 -0.98153 2.87052

Properties
charge = +2
2S+1 = 4
HOMO energy (spin up / spin down) = -15.69 / -15.74 eV
HOMO-LUMO gap (spin up / spin down) = 8.18 / 7.40 eV
⟨S²⟩ = 3.77

---

Number 1: calculated total energy -190784.05630 eV, largest force on an atom 2.01 eV/A. Number 2: calculated total energy -168208.03800 eV, largest force on an atom 0.41 eV/A. Number 3: calculated total energy -43683.34192 eV, largest force on an atom 1.57 eV/A.